1.
ORCA calculation (ωB97M-V/def2-TZVPD) on a structure of composition C29H42N3OSW.

Summary:
Charge: +3
2S+1: 3
HOMO-LUMO gap (alpha / beta): 6.77 / 5.55 eV
Max |F|: 1.417 eV/Å
Energy above the lowest of the compared OMol25 structures with the same formula, charge and spin: 6.9 kcal/mol
Lowest unoccupied orbital energy (alpha / beta): -10.11 / -11.29 eV
E_HOMO (alpha / beta): -16.88 / -16.84 eV

Geometry (Å):
W -0.5274 0.6744 -0.5339
C -2.3258 0.6363 -3.7622
C -1.9172 1.3020 -2.4867
C -0.7317 2.0930 -2.4211
C 0.1650 2.2939 -3.6116
C -0.4410 2.8592 -1.2325
C 0.8291 3.6620 -1.1616
C -1.4411 2.9842 -0.2274
C -1.3930 4.1023 0.7623
C -2.4794 2.0155 -0.1887
C -3.4629 2.0152 0.9434
C -2.7015 1.1338 -1.3015
C -3.9219 0.2546 -1.2622
H -3.0685 1.2742 -4.2521
H -2.7803 -0.3363 -3.6003
H -1.4971 0.4935 -4.4465
H 1.0686 1.6832 -3.5570
H 0.4749 3.3356 -3.6696
H -0.3440 2.0556 -4.5386
H 0.7088 4.6211 -1.6723
H 1.6541 3.1397 -1.6427
H 1.1116 3.8666 -0.1313
H -2.3957 4.5170 0.8715
H -0.7337 4.8965 0.4241
H -1.0595 3.7826 1.7521
H -4.3689 2.5438 0.6343
H -3.0682 2.5185 1.8212
H -3.7556 1.0054 1.2252
H -4.7968 0.8521 -1.0041
H -3.8283 -0.5271 -0.5063
H -4.1256 -0.2251 -2.2110
C 3.6104 -3.6753 -2.7627
C 2.1876 -4.1811 -2.5459
N 1.1715 -3.1368 -2.7844
C 0.5243 -3.1496 -4.1010
C -0.6468 -4.1307 -4.1441
C 0.8724 -2.2830 -1.8376
S -0.4770 -1.1724 -2.1413
N 1.5423 -2.3460 -0.6852
C 1.5593 -1.4725 0.2651
O 0.9182 -0.2984 0.1379
C 2.3431 -1.7097 1.4577
C 2.9706 -2.9515 1.6408
C 3.7201 -3.1836 2.7753
C 3.8710 -2.1785 3.7247
C 3.2736 -0.9349 3.5399
C 2.5113 -0.6993 2.4151
H 4.3032 -4.4969 -2.5881
H 3.8483 -2.8717 -2.0665
H 3.7530 -3.3216 -3.7837
H 2.0685 -4.5489 -1.5304
H 1.9707 -4.9889 -3.2419
H 1.2831 -3.4423 -4.8254
H 0.1868 -2.1458 -4.3492
H -0.3272 -5.1390 -3.8845
H -1.0594 -4.1557 -5.1512
H -1.4338 -3.8267 -3.4525
H 2.8584 -3.7141 0.8849
H 4.1942 -4.1439 2.9228
H 4.4702 -2.3599 4.6073
H 3.4275 -0.1608 4.2802
H 2.0677 0.2699 2.2338
C -0.7871 -0.0171 4.8637
C -0.6708 1.3752 4.2031
C -1.9275 2.2173 4.5132
C 0.6026 2.1142 4.6607
C -0.6086 1.1828 2.7703
N -0.6017 1.0359 1.6287
H -0.7851 0.1251 5.9437
H 0.0519 -0.6598 4.6004
H -1.7190 -0.5071 4.5834
H -1.9980 2.3353 5.5938
H -2.8349 1.7196 4.1705
H -1.8635 3.2142 4.0748
H 0.5703 2.2105 5.7449
H 0.6551 3.1144 4.2305
H 1.5061 1.5662 4.3959

Want to see where the charge sits? The Löwdin charges in e are:
1. W 1.59
2. C -0.04
3. C -0.29
4. C -0.26
5. C 0.02
6. C -0.29
7. C 0.00
8. C -0.21
9. C 0.03
10. C -0.27
11. C 0.00
12. C -0.28
13. C 0.01
14. H 0.14
15. H 0.08
16. H 0.08
17. H 0.12
18. H 0.11
19. H 0.10
20. H 0.13
21. H 0.10
22. H 0.10
23. H 0.12
24. H 0.10
25. H 0.09
26. H 0.13
27. H 0.07
28. H 0.10
29. H 0.12
30. H 0.11
31. H 0.09
32. C -0.04
33. C -0.16
34. N -0.08
35. C -0.21
36. C -0.04
37. C -0.56
38. S 0.88
39. N 0.16
40. C -0.31
41. O -0.29
42. C -0.14
43. C 0.02
44. C -0.02
45. C -0.01
46. C -0.05
47. C -0.02
48. H 0.10
49. H 0.07
50. H 0.09
51. H 0.12
52. H 0.13
53. H 0.14
54. H 0.08
55. H 0.09
56. H 0.10
57. H 0.07
58. H 0.12
59. H 0.13
60. H 0.13
61. H 0.11
62. H 0.10
63. C 0.00
64. C -0.56
65. C -0.01
66. C 0.00
67. C -0.05
68. N 0.14
69. H 0.11
70. H 0.09
71. H 0.10
72. H 0.11
73. H 0.09
74. H 0.09
75. H 0.11
76. H 0.10
77. H 0.08

=====

2.
ORCA calculation (ωB97M-V/def2-TZVPD) on an isolated molecule of C11H13IOS.

Summary:
HOMO-LUMO gap: 9.12 eV
Max |F|: 5.450 eV/Å
Energy above the lowest of the compared OMol25 structures with the same formula, charge and spin: 0.0 kcal/mol
Lowest unoccupied orbital energy: 0.46 eV
E_HOMO: -8.66 eV

Geometry (Å):
C 0.7687 0.1292 0.9478
C 1.4474 -0.6994 1.8529
C 2.2561 -1.6452 1.3022
C 1.1165 -0.2592 -0.3482
C 0.9532 -0.4842 -2.8956
C 2.3546 -1.2520 2.8283
C 1.9586 -2.2794 3.8138
C -1.9742 0.6011 -0.6126
C 0.6898 1.7495 -1.6514
C -1.0332 -0.1070 -1.6587
C 0.4795 0.2409 -1.6491
O 1.6396 -1.4313 -3.0055
S 2.2782 -1.5423 -0.3430
I 3.9066 0.0150 3.7074
H -0.0490 0.8420 1.1816
H 0.5322 -0.0986 -3.9121
H 1.5717 -3.1412 3.2901
H 1.1515 -1.9585 4.4202
H 2.7348 -2.6191 4.4283
H -1.9347 1.6789 -1.0868
H -2.8608 0.0977 -0.5475
H -1.4962 0.4440 0.3230
H 0.4712 2.3423 -2.4854
H 0.2569 2.0559 -0.7439
H 1.7326 1.8936 -1.6508
H -1.1777 -1.2063 -1.5393
H -1.2637 0.2676 -2.6041

Want to see where the charge sits? The natural (NBO) charges in e are:
1. C -0.28
2. C -0.11
3. C -0.32
4. C -0.16
5. C 0.48
6. C -0.01
7. C -0.65
8. C -0.60
9. C -0.60
10. C -0.37
11. C -0.21
12. O -0.50
13. S 0.59
14. I 0.03
15. H 0.23
16. H 0.10
17. H 0.23
18. H 0.22
19. H 0.23
20. H 0.21
21. H 0.22
22. H 0.21
23. H 0.22
24. H 0.22
25. H 0.22
26. H 0.21
27. H 0.20

=====

3.
ORCA calculation (ωB97M-V/def2-TZVPD) on an isolated molecule of C4H8O.

Summary:
HOMO-LUMO gap: 10.78 eV
Max |F|: 0.517 eV/Å
Energy above the lowest of the compared OMol25 structures with the same formula, charge and spin: 7.6 kcal/mol
Lowest unoccupied orbital energy: 1.00 eV
E_HOMO: -9.78 eV

Geometry (Å):
C -1.2911 0.4420 0.3371
C 0.0376 0.1347 -0.3944
C 0.4658 -1.3273 -0.2996
C 1.0872 1.0570 0.1881
O 2.0353 0.6917 0.8409
H -1.8786 -0.4716 0.4663
H -1.1123 0.8516 1.3382
H -1.9055 1.1669 -0.2044
H -0.0789 0.4089 -1.4531
H 1.4846 -1.4563 -0.6780
H -0.2034 -1.9618 -0.8911
H 0.4533 -1.6779 0.7373
H 0.9059 2.1422 0.0126

Want to see where the charge sits? The natural (NBO) charges in e are:
1. C -0.61
2. C -0.33
3. C -0.61
4. C 0.45
5. O -0.52
6. H 0.22
7. H 0.21
8. H 0.22
9. H 0.21
10. H 0.22
11. H 0.21
12. H 0.22
13. H 0.10

=====

4.
ORCA calculation (ωB97M-V/def2-TZVPD) on a cluster of 3 separate species, C16H31N3O10P2 in total.

Summary:
HOMO-LUMO gap: 8.33 eV
Max |F|: 0.884 eV/Å
Lowest unoccupied orbital energy: -1.19 eV
E_HOMO: -9.52 eV

Geometry (Å):
C -3.7136 2.7923 0.4012
C -2.3272 3.0445 0.9680
O -1.3657 2.8175 -0.0866
P 0.1252 2.4070 0.2922
O 0.4084 2.4278 1.7359
C 0.3959 0.7997 -0.4780
C 1.3892 0.7030 -1.6644
C 1.1742 1.6577 -2.7802
C 0.1784 1.8069 -3.6652
P -1.3014 0.8201 -3.8715
N -1.1114 -0.7137 -3.8993
O -1.9554 1.3790 -5.2019
O -2.2778 1.3367 -2.7219
C 0.5052 2.9729 -4.5165
O -0.1524 3.4937 -5.3720
O 1.7452 3.4350 -4.1693
C 2.2278 2.6594 -3.1340
O 3.3237 2.7825 -2.6937
O 0.9986 3.4244 -0.5640
C 0.7750 4.8314 -0.3172
C -0.1185 5.4682 -1.3574
H -4.4573 3.3188 0.9928
H -3.7566 3.0951 -0.6401
H -3.9404 1.7285 0.4502
H -2.1263 2.3730 1.7949
H -2.2270 4.0754 1.3002
H -0.5715 0.4221 -0.7991
H 0.7327 0.1557 0.3268
H 1.2725 -0.2998 -2.0789
H 2.4159 0.7699 -1.3159
H -0.1333 -0.9692 -3.8592
H -1.9205 2.3445 -5.2832
H -2.9982 0.6919 -2.6416
H 1.7564 5.2974 -0.3328
H 0.3591 4.9685 0.6801
H 0.1547 5.1624 -2.3613
H 0.0194 6.5484 -1.3098
H -1.1712 5.2654 -1.1830
C 1.0766 -2.2776 2.9614
C -0.1792 -1.4600 2.7817
O -0.6104 -1.1736 1.6739
N -0.8220 -1.0449 3.9013
C -0.4565 -1.2773 5.2849
H 1.4737 -2.5320 1.9843
H 1.8316 -1.7150 3.5106
H 0.8610 -3.2005 3.5006
H -1.6459 -0.4967 3.7138
H -1.2509 -1.8126 5.8079
H -0.2795 -0.3310 5.7980
H 0.4497 -1.8699 5.3400
C 2.1724 -5.6451 -0.0546
C 2.3103 -5.7618 1.4459
O 3.2016 -5.2018 2.0601
N 1.3883 -6.5206 2.0993
C 0.2657 -7.2506 1.5417
H 2.9751 -5.0130 -0.4195
H 2.2469 -6.6234 -0.5301
H 1.2156 -5.1961 -0.3239
H 1.5347 -6.5619 3.0950
H -0.6748 -6.8916 1.9625
H 0.3556 -8.3169 1.7552
H 0.2289 -7.1197 0.4661

Want to see where the charge sits? The natural (NBO) charges in e are:
1. C -0.63
2. C -0.05
3. O -0.84
4. P 2.39
5. O -1.10
6. C -0.81
7. C -0.46
8. C 0.07
9. C -0.55
10. P 2.23
11. N -1.32
12. O -0.98
13. O -0.98
14. C 0.78
15. O -0.54
16. O -0.49
17. C 0.76
18. O -0.48
19. O -0.83
20. C -0.07
21. C -0.63
22. H 0.21
23. H 0.22
24. H 0.21
25. H 0.20
26. H 0.17
27. H 0.27
28. H 0.29
29. H 0.24
30. H 0.25
31. H 0.38
32. H 0.52
33. H 0.51
34. H 0.20
35. H 0.19
36. H 0.21
37. H 0.22
38. H 0.22
39. C -0.72
40. C 0.69
41. O -0.66
42. N -0.61
43. C -0.41
44. H 0.25
45. H 0.23
46. H 0.23
47. H 0.40
48. H 0.19
49. H 0.20
50. H 0.21
51. C -0.72
52. C 0.68
53. O -0.63
54. N -0.62
55. C -0.41
56. H 0.25
57. H 0.23
58. H 0.23
59. H 0.40
60. H 0.20
61. H 0.20
62. H 0.21